The following is a DFT calculation (ωB97M-V/def2-TZVPD) of a structure of composition C35H36Cl3N9O3RhS at a distorted geometry.

The value obtained for the relative energy (zero: lowest compared OMol25 entry of this formula, charge and spin) is 214.0 kJ/mol. For the LUMO energy, the calculation gives -3.29 eV. The value obtained for the maximum force is 1.70 eV/Å. As for the frontier orbital gap: 6.71 eV. For the highest occupied orbital energy, the calculation gives -10.00 eV. The charge is +1. Its calculated total energy is -3963.08182 Ha.

Each line ends with the Löwdin charge.
CARTESIAN COORDINATES (ANGSTROEM)
Rh: 2.45 0.67 -1.12  1.0325
Cl: -2.30 5.57 -1.64  0.6937
C: -0.85 4.67 -1.90  -0.6663
C: -0.49 3.71 -0.95  -0.0543
C: 0.66 2.98 -1.15  -0.2024
N: 1.15 1.94 -0.31  -0.0134
C: 0.61 1.63 0.89  -0.4499
O: -0.29 2.23 1.48  0.0620
C: 1.17 0.37 1.48  -0.1749
C: 0.54 -0.28 2.53  0.0376
C: 1.07 -1.46 2.99  0.0028
C: 2.24 -1.95 2.42  -0.0222
C: 2.82 -1.23 1.40  -0.1317
N: 2.29 -0.09 0.92  0.0208
C: 1.44 3.18 -2.29  -0.1993
C: 1.10 4.14 -3.22  -0.0189
C: -0.06 4.89 -3.02  -0.6733
Cl: -0.47 6.09 -4.19  0.6989
N: 2.59 2.36 -2.27  -0.0023
C: 3.75 2.68 -2.86  -0.4672
O: 4.01 3.57 -3.64  0.0880
C: 4.84 1.86 -2.21  -0.1824
C: 6.12 1.85 -2.73  0.0321
C: 7.10 1.12 -2.07  -0.0177
C: 6.75 0.46 -0.90  -0.0591
C: 5.45 0.51 -0.46  -0.1504
N: 4.50 1.20 -1.09  -0.0369
H: -1.10 3.57 -0.08  0.0826
H: -0.35 0.18 2.95  0.1221
H: 0.58 -2.01 3.79  0.0984
H: 2.70 -2.86 2.77  0.1170
H: 3.74 -1.56 0.93  0.0868
H: 1.73 4.33 -4.07  0.1121
H: 6.31 2.41 -3.63  0.1336
H: 8.10 1.08 -2.46  0.1222
H: 7.50 -0.08 -0.32  0.1176
H: 5.15 0.02 0.46  0.1017
N: 5.20 -2.67 -1.20  0.1355
C: 3.95 -2.63 -1.65  -0.8509
N: 3.18 -3.70 -1.47  0.1246
S: 3.33 -1.26 -2.49  0.7157
H: 5.62 -3.52 -0.87  0.1291
H: 5.80 -1.90 -1.43  0.0811
H: 3.56 -4.59 -1.19  0.1261
H: 2.29 -3.71 -1.95  0.1035
C: -2.94 1.83 0.06  -0.0451
C: -4.16 0.96 -0.24  -0.5033
C: -4.82 1.47 -1.53  -0.0331
C: -5.15 1.13 0.92  -0.0288
C: -3.78 -0.56 -0.39  -0.4153
O: -4.92 -1.31 -0.79  -0.0075
C: -3.13 -1.14 0.89  -0.1019
C: -4.02 -1.95 1.85  -0.1291
C: -3.14 -2.48 2.95  -0.2258
C: -2.65 -1.61 3.93  -0.0410
C: -1.81 -2.07 4.94  -0.1230
C: -1.47 -3.41 4.97  -0.6933
Cl: -0.42 -3.99 6.24  0.6699
C: -1.94 -4.29 4.02  -0.0972
C: -2.78 -3.82 3.02  -0.0211
C: -2.86 -0.81 -1.62  -0.0082
N: -1.41 -0.77 -1.41  -0.0576
C: -0.52 0.16 -1.72  -0.0670
N: 0.69 -0.27 -1.40  -0.0762
C: 0.47 -1.52 -0.90  -0.2120
N: -0.78 -1.86 -0.89  0.1466
H: -3.23 2.88 -0.04  0.0917
H: -2.11 1.66 -0.62  0.0520
H: -2.56 1.71 1.08  0.0790
H: -5.45 2.34 -1.29  0.0928
H: -5.45 0.72 -1.99  0.0904
H: -4.08 1.81 -2.26  0.0832
H: -5.36 2.19 1.05  0.0974
H: -4.75 0.76 1.87  0.0763
H: -6.11 0.64 0.73  0.0946
H: -5.63 -1.16 -0.16  0.0953
H: -2.67 -0.32 1.45  0.1038
H: -2.33 -1.82 0.61  0.0960
H: -4.49 -2.77 1.31  0.1202
H: -4.82 -1.34 2.28  0.1140
H: -2.93 -0.56 3.91  0.1229
H: -1.45 -1.39 5.70  0.1127
H: -1.67 -5.34 4.07  0.1079
H: -3.15 -4.51 2.27  0.1196
H: -3.11 -0.10 -2.40  0.1312
H: -3.07 -1.81 -1.98  0.1456
H: -0.75 1.12 -2.16  0.1534
H: 1.25 -2.16 -0.52  0.0859